(1)
A cluster of 7 separate species, C42H47NO4 in total, computed with ωB97M-V with the def2-TZVPD basis set.

The geometry in XYZ format:
```
94
Properties=species:S:1:pos:R:3:lowdin_charge:R:1
C -7.09010 -3.37152 -2.21112 -0.10
H -4.10259 5.06102 -1.02403 0.10
C -3.46212 -2.65992 1.08519 -0.08
H -3.99898 -1.96707 -0.94519 0.12
H -8.97577 -2.47163 -2.71671 0.10
H -7.71948 4.51246 1.21568 0.10
H 5.59497 -5.15234 -0.61061 0.10
H -1.95157 3.24604 -4.33142 0.12
H 8.08763 2.47132 5.56449 0.10
H 5.52657 0.51861 0.26096 0.11
H -8.96576 -4.96612 0.77175 0.10
C 5.57168 -1.97784 -1.80818 -0.10
H 1.56165 -5.97671 3.63228 0.10
C 7.07112 2.75442 1.84309 -0.09
O -1.10413 1.33567 0.99738 0.06
H -3.26527 -3.74846 0.76412 0.08
H 8.84376 -2.80949 -2.14432 0.10
H 5.51527 3.05893 -3.19503 0.10
C -5.15791 5.26784 -0.87710 -0.11
H 0.50389 -1.15899 3.18710 0.10
H 1.91769 2.51161 -0.92443 0.10
C 2.97032 2.30041 -1.08311 -0.09
C 1.64504 -4.04196 4.56604 -0.10
C 6.56931 2.06438 4.09768 -0.09
C -7.86382 5.79709 -0.50234 -0.10
C 7.79213 -2.90957 -1.89748 -0.10
H -6.56251 -2.91936 -3.04427 0.10
H -0.02985 -2.71956 1.34004 0.09
C 4.99115 2.60664 -2.36001 -0.09
H -10.17581 -3.48946 -0.80511 0.10
H -4.28101 0.21663 -2.04461 0.14
C 8.66994 3.13769 3.60520 -0.10
C 0.43677 -3.09118 2.24645 -0.11
H 5.89413 1.60425 4.81098 0.10
H -4.11502 2.90274 -1.99719 0.16
H 6.78611 2.83500 0.80003 0.08
C -3.22219 -1.64107 -0.15561 -0.22
C 1.33367 -4.92055 3.53317 -0.10
H 7.29396 -0.91862 -2.53849 0.09
H -2.15917 -1.82672 -0.52345 0.13
H -5.35596 -4.40910 -1.47656 0.10
C 5.66941 1.75777 -1.48999 -0.11
C -7.19031 4.95817 0.38053 -0.09
H 5.23776 1.79659 2.43099 0.09
C -3.21406 0.56488 -1.83224 -0.08
H 4.04223 -3.26724 -1.01973 0.10
H 2.11978 -4.41176 5.46831 0.10
H 3.12798 1.01063 0.63103 0.10
C -3.19266 2.20051 -2.34941 -0.13
C 4.99802 1.18161 -0.41620 -0.13
H -6.55876 -5.43550 0.42928 0.10
H 0.41668 0.42508 -0.53504 0.12
H -2.74561 -2.44384 1.94435 0.07
H -7.70985 7.02364 -2.26131 0.10
C 0.73972 -2.21399 3.28299 -0.09
C 8.30678 3.23552 2.26575 -0.09
H 4.89138 -1.15192 -1.98730 0.09
H -4.56807 -2.62009 1.40846 0.09
C -5.83836 4.69042 0.19042 -0.09
C -8.44045 -4.52146 -0.06639 -0.09
C 6.92108 -1.84745 -2.12034 -0.10
H -5.31400 4.03178 0.87522 0.10
C 1.34568 -2.68864 4.44182 -0.09
C -7.08752 -4.78286 -0.25765 -0.10
C -5.82997 6.11129 -1.75685 -0.10
C -2.59729 2.41400 -3.92025 -0.07
O -0.42283 0.56753 -1.03064 0.04
C 6.20187 2.17026 2.75989 -0.09
C 3.64995 1.45588 -0.20983 -0.09
C 7.80268 2.55044 4.52077 -0.10
H -2.42559 0.05034 -2.46860 0.13
C 7.31399 -4.09953 -1.35807 -0.10
O -1.83757 2.80177 -2.54210 -0.18
H 6.72149 1.54552 -1.64944 0.10
H -5.29842 6.56450 -2.58670 0.10
H -3.57655 3.03971 -4.11172 0.06
H 0.49035 -5.13033 1.56649 0.10
C 0.73105 -4.44553 2.37278 -0.10
O -3.45983 -0.31401 0.37770 -0.11
H 7.99275 -4.92845 -1.18668 0.10
C -7.18393 6.37162 -1.57183 -0.10
C -9.12002 -3.69040 -0.95186 -0.10
C 5.96624 -4.22681 -1.03735 -0.10
H -8.91883 6.00304 -0.35646 0.10
H 9.63048 3.51890 3.93582 0.10
C -8.44518 -3.11749 -2.02502 -0.10
C 5.09413 -3.16651 -1.26532 -0.09
H 1.58487 -2.00406 5.24851 0.10
C 3.64049 2.87371 -2.15887 -0.09
N -2.89774 0.67269 -0.38245 -0.10
H 3.10994 3.52982 -2.84074 0.10
C -6.41176 -4.20702 -1.32873 -0.11
H 8.98606 3.68750 1.55097 0.10
C -1.46544 0.85426 -0.11221 -0.38
```

Properties
SMILES: CCON(C[C@@H]1CO1)C(=O)O.c1ccccc1.c1ccccc1.c1ccccc1.c1ccccc1.c1ccccc1.c1ccccc1
LUMO level: 0.020 eV
orbital gap: 8.724 eV
E_HOMO: -8.70 eV
largest force on an atom: 0.1114 hartree/bohr
E_tot: -1983.9708 hartree

(2)
A structure of composition C42H48BLaN6P2, computed with ωB97M-V with the def2-TZVPD basis set.

The geometry in XYZ format:
```
100
Properties=species:S:1:pos:R:3:lowdin_charge:R:1
C 1.66215 2.16138 -2.87040 0.04
C 5.75707 0.55548 2.41414 -0.04
H -0.10173 -3.38203 -6.04123 0.09
H 0.48396 -4.31375 4.74268 0.11
H 4.29426 1.21564 -2.96674 0.10
H 2.52340 -3.71889 -0.77672 0.07
C -2.68099 1.20600 0.84634 -0.14
C -2.67115 -2.34006 3.71648 -0.10
H 4.33024 2.85568 0.39054 0.09
H -2.72162 -2.58422 1.08341 0.06
C -3.83690 1.84943 0.44282 -0.06
C 0.18232 2.11203 3.38699 -0.29
P 1.90666 1.28554 1.21134 0.96
C -1.41257 -1.81908 3.44238 -0.39
H -5.26671 -1.36020 -1.72731 0.13
B -0.87133 -0.47437 -3.08673 -0.52
H 5.14942 -2.39855 0.89256 0.11
C -3.32179 -1.58173 -0.69197 -0.32
C -0.41339 0.78792 3.86302 -0.31
H -1.75599 -5.21533 5.24095 0.12
H -4.97426 -0.01721 -3.98652 0.09
H -5.85439 2.34098 0.95754 0.12
H -1.05015 2.31918 -4.49855 0.10
C -0.41931 -2.53526 -5.44026 0.00
H 0.16864 2.80513 4.23078 0.12
C 0.92366 -3.52024 -2.17416 -0.32
C -4.85811 1.31511 2.54972 -0.05
N -2.15082 -0.58591 -2.23193 0.01
H 0.30813 5.33920 -1.00647 0.11
C -0.78895 2.65087 -3.49518 0.01
C -2.78628 -3.55643 4.36998 -0.05
C 2.44838 5.31369 -0.94658 -0.06
C 1.05032 3.55863 -0.09613 -0.12
H 1.99253 -5.23639 -1.49962 0.09
H 2.12279 3.07893 -3.17750 0.13
H -0.48593 3.69236 -3.53650 0.09
H 1.09362 -4.66579 -4.05695 0.12
C -3.43435 -0.56957 -2.65571 -0.25
H 4.13402 1.20047 -1.22264 0.06
N -0.18663 -1.85738 -3.04272 0.02
C 2.29010 1.04067 -2.31446 -0.31
H 0.99362 -4.46571 -0.26141 0.08
C -3.69293 0.69416 2.96771 -0.09
H 0.32269 0.22239 4.44141 0.09
H 2.17992 1.34832 3.62504 0.09
H 2.54533 6.27983 -1.41371 0.12
La 0.17685 -0.77435 -0.14758 1.82
C 3.77462 -0.76214 0.99255 -0.13
C 1.63109 1.98434 2.92524 -0.32
H -4.14165 -3.27211 0.27366 0.10
H -4.31220 -1.77274 1.17570 0.09
C 3.57658 4.61045 -0.55894 -0.05
C 4.98015 -1.39307 1.24234 -0.06
C -0.39560 -3.75458 4.46203 -0.06
H -3.59247 1.08703 -3.98087 0.08
H -0.43964 2.55749 2.60445 0.10
H -1.67708 2.56083 -2.87460 0.08
C 3.54708 0.52811 1.46748 -0.40
H -1.13475 -0.15021 -4.18560 0.12
H 0.71256 -2.15083 3.57505 0.10
H -3.62938 0.29311 3.96857 0.11
H 6.53088 1.07295 2.95821 0.12
P -1.06380 -0.29383 2.50200 0.92
C 4.54471 1.18108 2.19160 -0.10
C 0.04305 -2.72505 -4.04551 -0.24
H 4.37215 2.17108 2.58876 0.11
N -2.08157 -1.19678 -1.01136 -0.10
H 3.91540 -0.30455 -2.13755 0.09
H -1.80695 1.19602 0.18349 0.05
C -4.93891 1.87362 1.28397 -0.04
N 0.33796 -2.35215 -1.88868 -0.15
C -2.61120 0.58997 2.09696 -0.38
C -0.27352 -2.54338 3.80825 -0.12
C 3.74282 0.77112 -2.14173 0.01
H 2.99230 -1.27594 0.41642 0.05
C 3.44574 3.38465 0.07040 -0.09
H -3.46887 -0.47934 -4.77945 0.09
H -3.76687 -3.95519 4.58267 0.12
C 0.32393 1.83327 -2.96068 -0.27
N 1.37390 0.11300 -2.03314 -0.11
H -1.50479 -2.46237 -5.48269 0.09
N 0.15164 0.57924 -2.46500 -0.06
C 5.97209 -0.73178 1.95022 -0.04
H -0.00291 -1.62589 -5.86759 0.09
H -5.70783 1.35868 3.21324 0.12
C -3.63714 -2.34376 0.53932 0.00
C -4.20859 -1.19279 -1.69547 0.05
C 2.18239 2.85537 0.31299 -0.39
H -3.56522 -1.81855 3.41225 0.08
H -3.88473 2.32415 -0.52579 0.11
H 0.05950 3.14685 0.07338 0.09
C 1.64827 -4.28033 -1.11618 -0.01
H 2.09699 2.97485 2.92722 0.10
H 4.56110 5.01637 -0.73529 0.12
C -3.89165 0.04273 -3.92481 0.00
H -1.27443 0.97796 4.51428 0.10
C 1.18713 4.78621 -0.71552 -0.07
C 0.75037 -3.80097 -3.52593 0.05
H 6.90917 -1.22411 2.14870 0.12
C -1.65558 -4.26466 4.74088 -0.05
```

Properties
LUMO level: -5.401 eV
orbital gap: 8.354 eV
E_HOMO: -13.76 eV
largest force on an atom: 0.0340 hartree/bohr
net charge: +2
E_tot: -2696.6487 hartree